The following is a quantum chemistry calculation of a structure of composition C46H43F5N7O4STi, from the Open Molecules 2025 dataset.

Structure (XYZ):
```
107
Properties=species:S:1:pos:R:3:forces:R:3:lowdin_charge:R:1
Ti -0.380 1.229 -0.842 0.65 -0.24 0.39 1.183
C 2.434 2.494 0.719 0.00 0.02 -0.01 -0.069
N 1.102 2.907 0.242 -0.03 -0.05 0.04 -0.211
C 1.312 4.035 -0.693 -0.01 0.02 0.02 -0.059
C 0.275 3.407 1.327 -0.01 0.02 0.00 -0.222
C 0.799 4.021 2.454 0.01 -0.03 -0.02 -0.016
C -0.041 4.595 3.397 0.00 0.02 0.01 -0.070
C -1.406 4.579 3.178 -0.03 -0.01 0.00 -0.064
C -1.936 3.956 2.058 0.04 -0.12 -0.05 -0.022
C -1.103 3.322 1.125 0.01 -0.01 -0.07 -0.268
N -1.570 2.587 0.005 -0.13 0.14 0.22 -0.030
C -2.993 2.723 -0.194 0.04 0.03 -0.03 -0.251
C -3.857 1.932 0.552 -0.02 0.03 0.11 -0.056
C -5.224 1.925 0.331 0.02 0.02 0.02 -0.064
C -5.745 2.738 -0.659 -0.02 -0.01 -0.02 -0.063
C -4.903 3.572 -1.379 0.02 0.04 0.06 -0.004
C -3.526 3.608 -1.150 -0.15 -0.03 0.10 -0.189
N -2.686 4.481 -1.884 0.22 -0.05 -0.15 -0.182
C -3.214 4.955 -3.151 -0.03 -0.06 -0.03 -0.092
C -2.180 5.610 -1.113 0.02 0.05 0.06 -0.059
H 2.976 3.343 1.141 0.00 0.00 0.00 0.091
H 3.009 2.118 -0.119 0.01 0.02 0.01 0.074
H 2.338 1.713 1.469 0.00 0.00 0.01 0.099
H 1.708 4.901 -0.154 0.00 -0.01 0.01 0.114
H 0.372 4.302 -1.168 -0.11 0.03 -0.02 0.075
H 2.042 3.739 -1.446 0.00 0.00 0.00 0.068
H 1.866 4.068 2.609 0.00 0.00 0.01 0.107
H 0.375 5.065 4.277 0.00 0.00 0.00 0.108
H -2.077 5.050 3.885 0.00 0.00 0.00 0.112
H -3.004 3.959 1.915 -0.08 -0.04 -0.03 0.116
H -3.440 1.262 1.293 -0.02 0.02 -0.03 0.106
H -5.865 1.275 0.911 0.00 0.00 0.00 0.113
H -6.807 2.741 -0.868 0.00 0.00 0.00 0.110
H -5.335 4.223 -2.126 0.01 0.00 -0.03 0.106
H -2.413 5.461 -3.693 0.00 0.01 0.00 0.085
H -4.035 5.677 -3.034 0.02 0.02 -0.01 0.091
H -3.563 4.123 -3.760 -0.02 -0.01 0.02 0.083
H -1.368 6.092 -1.663 0.00 -0.01 0.01 0.086
H -1.808 5.295 -0.143 0.04 -0.02 -0.03 0.066
H -2.960 6.366 -0.943 -0.02 0.00 0.01 0.100
C 5.378 -10.392 4.297 0.00 0.00 0.00 -0.068
O 4.192 -9.742 4.731 0.01 0.01 0.00 -0.068
C 3.871 -8.563 4.160 0.00 0.00 -0.01 -0.277
C 2.700 -7.962 4.625 0.00 0.00 0.01 0.010
C 2.289 -6.757 4.102 0.00 0.00 0.00 -0.026
C 3.031 -6.118 3.105 0.01 0.00 0.00 -0.162
C 4.192 -6.727 2.646 0.00 0.00 0.00 -0.011
C 4.617 -7.940 3.162 0.00 0.00 0.00 -0.001
C 2.625 -4.837 2.529 -0.01 0.01 -0.02 -0.249
N 3.164 -4.274 1.470 0.01 -0.01 -0.01 0.195
C 2.478 -3.104 1.297 -0.01 0.02 0.02 -0.171
C 1.512 -2.947 2.260 0.02 0.01 -0.01 -0.125
N 1.616 -4.067 3.049 -0.01 -0.03 0.02 0.187
C 0.641 -1.820 2.318 0.01 -0.02 0.04 -0.055
C -0.340 -1.627 3.301 -0.03 0.02 -0.02 0.028
C -1.120 -0.503 3.253 0.03 -0.03 0.00 -0.007
C -0.944 0.390 2.196 0.02 0.00 0.02 -0.087
N -0.040 0.226 1.243 -0.20 0.09 -0.21 0.081
C 0.788 -0.847 1.312 0.05 0.04 -0.02 -0.119
C 1.838 -0.977 0.315 0.06 0.03 0.03 -0.145
N 1.975 0.026 -0.577 -0.28 0.00 -0.12 0.071
C 2.915 -0.075 -1.491 0.00 0.02 -0.01 -0.125
C 3.782 -1.169 -1.599 0.01 0.01 0.04 -0.012
C 3.659 -2.192 -0.698 0.00 0.00 -0.02 0.031
C 2.672 -2.103 0.295 0.01 0.01 -0.01 -0.059
H 5.450 -11.303 4.882 0.00 0.00 0.00 0.095
H 6.257 -9.771 4.481 0.00 0.00 0.00 0.097
H 5.322 -10.645 3.236 0.00 0.00 0.00 0.097
H 2.129 -8.466 5.393 0.00 0.00 0.00 0.125
H 1.365 -6.328 4.472 0.00 0.00 0.00 0.106
H 4.767 -6.238 1.871 0.00 0.00 0.00 0.115
H 5.525 -8.387 2.785 0.00 0.00 0.00 0.106
H 1.079 -4.286 3.869 0.01 0.00 0.00 0.149
H -0.478 -2.358 4.088 0.01 0.01 0.00 0.122
H -1.878 -0.303 3.996 0.00 0.00 0.00 0.120
H -1.569 1.266 2.130 0.00 0.01 -0.02 0.089
H 3.011 0.755 -2.182 -0.01 -0.03 0.00 0.085
H 4.527 -1.190 -2.382 -0.01 0.00 0.00 0.116
H 4.298 -3.065 -0.726 0.00 0.00 0.00 0.126
C 0.775 3.922 -4.084 -0.01 -0.02 0.01 -0.197
S 1.349 2.293 -3.597 -0.10 0.17 -0.03 1.000
C 0.838 1.379 -5.040 -0.03 -0.01 0.09 -0.199
O 0.436 1.944 -2.417 0.22 -0.01 -0.31 -0.605
H 1.008 4.065 -5.138 0.04 -0.01 0.00 0.074
H 1.286 4.671 -3.485 -0.01 -0.02 0.01 0.055
H -0.300 3.948 -3.917 -0.01 0.01 0.01 0.052
H 1.520 1.712 -5.825 0.01 -0.02 0.01 0.076
H -0.194 1.604 -5.291 -0.02 -0.01 0.00 0.066
H 0.979 0.325 -4.823 -0.02 -0.07 0.05 0.043
C -0.574 -2.852 -2.120 0.00 -0.01 0.02 0.036
C -0.086 -1.433 -2.255 0.03 -0.03 0.01 -0.604
O 0.565 -1.061 -3.215 0.03 0.09 -0.11 0.049
O -0.393 -0.654 -1.250 -0.13 -0.02 -0.04 -0.204
H -1.203 -3.088 -2.978 0.00 0.00 0.00 0.094
H -1.134 -2.996 -1.200 0.00 -0.01 0.00 0.084
H 0.282 -3.528 -2.150 0.00 0.00 0.00 0.090
F -2.811 -0.592 -0.308 -0.18 0.08 0.05 0.073
C -3.073 -0.029 -1.511 0.07 -0.09 -0.03 -0.234
C -2.181 0.896 -2.031 -0.02 0.00 -0.11 -0.040
C -2.539 1.391 -3.267 -0.08 -0.08 0.07 -0.201
F -1.779 2.301 -3.924 0.06 0.09 0.00 0.032
C -3.697 1.025 -3.937 0.00 0.00 -0.04 -0.141
F -3.979 1.552 -5.134 0.00 0.01 0.02 0.117
C -4.563 0.119 -3.363 0.00 0.00 -0.01 -0.133
F -5.686 -0.234 -3.983 0.00 0.01 0.00 0.139
C -4.244 -0.418 -2.127 0.02 -0.01 0.01 -0.139
F -5.068 -1.291 -1.548 0.00 0.01 0.01 0.129
```
Positions in Å, forces in eV/Å.

Summary:
Total energy (hartree): -4209.86516
Energy relative to the best compared isomer or geometry (same formula, charge and spin) (kJ/mol): 54.66
HOMO energy (eV): -9.88
Orbital gap (eV): 6.9
Total charge: +1